Density functional theory data (wB97M-V/def2-TZVPD) for a 16-piece molecular cluster, C20H72O26 overall.

Structure (XYZ):
```
118
Properties=species:S:1:pos:R:3:forces:R:3
O -0.69003 -0.74164 -3.79064 0.4 0.2 -1.0
H -0.08003 -0.70164 -4.55064 -0.1 0.2 0.4
H -1.55803 -0.60364 -4.17864 -0.5 0.0 0.2
O 1.24397 0.31436 2.61636 0.5 -0.1 -1.1
H 1.89097 -0.42064 2.55736 -0.6 0.0 0.4
H 1.09197 0.55636 3.52636 0.3 0.2 0.9
O 0.64797 -4.23964 -1.69564 2.0 0.6 1.3
H 0.62697 -4.05464 -2.62164 -0.5 0.1 -1.2
H -0.08803 -4.74664 -1.44564 -1.6 -0.9 0.2
O 0.26897 -3.35164 -4.34264 -2.4 -1.7 0.4
H -0.19303 -2.62164 -3.94464 -0.6 0.4 0.3
H 1.09097 -3.00664 -4.53664 3.2 1.0 -1.0
O 2.13697 -2.28164 2.57336 -0.2 0.0 0.3
H 2.30897 -2.80564 1.80136 0.6 -0.2 -0.9
H 1.40497 -2.78964 2.95736 0.0 0.2 0.6
O -2.84803 0.89736 -2.69064 2.1 -2.0 -2.0
H -2.08003 1.44036 -2.88164 0.1 0.1 0.0
H -3.39803 1.40036 -2.17464 -2.3 1.9 2.0
C -0.76403 -3.56664 2.60636 -1.6 0.8 -0.4
C -1.25503 -2.11064 2.71736 -1.9 -1.5 2.1
O -2.24803 -1.97664 1.69336 0.7 0.5 0.4
O 0.06297 -3.90164 3.71536 0.4 -0.9 -1.1
H -0.38903 -3.74464 1.61236 1.5 0.3 -0.4
H -1.63203 -4.21264 2.48436 -0.5 -0.1 1.0
H -0.45003 -1.38264 2.71636 0.0 0.1 -0.5
H -1.83503 -2.01664 3.73236 1.2 -0.1 -1.5
H -2.52503 -1.05564 1.75136 0.0 0.1 -0.3
H 0.39297 -4.79564 3.48336 -0.1 0.7 0.7
C -0.71803 3.47436 2.25336 -1.3 1.1 1.6
C -1.22703 4.91036 2.32936 0.8 -0.5 -2.1
O -2.48803 4.87936 1.73436 -1.4 0.1 -0.4
O 0.46597 3.32236 2.97536 -0.2 -0.7 0.4
H -0.56603 3.07836 1.29036 0.2 0.0 -1.5
H -1.60203 2.93736 2.64836 0.7 -0.4 0.2
H -0.62303 5.60736 1.76536 0.7 0.2 -0.1
H -1.29803 5.31336 3.30236 -0.2 0.0 1.4
H -2.36803 4.39336 0.90736 -0.3 0.3 0.0
H 0.16297 3.32036 3.87736 0.6 -0.1 0.9
C 3.76797 -3.96664 -4.13164 2.5 -1.0 0.6
C 3.89397 -3.22364 -2.78664 -0.3 0.1 -0.4
O 4.74197 -3.91164 -1.81964 -0.2 2.6 -1.1
O 3.23797 -3.13764 -5.08064 -1.8 0.2 -1.0
H 3.13197 -4.83864 -4.15764 -0.2 -0.4 0.7
H 4.80497 -4.30164 -4.46364 -1.0 0.2 0.5
H 2.86597 -3.01564 -2.44364 0.3 -0.4 0.5
H 4.28597 -2.18664 -2.99164 0.2 -1.2 0.3
H 4.46997 -4.79764 -1.74864 -0.7 -1.8 0.1
H 3.82797 -2.41864 -5.15464 0.8 1.6 -0.4
C 2.19897 2.18936 -4.54464 -1.3 1.1 -1.0
C 2.00197 1.48736 -3.25664 -0.8 -0.4 1.8
O 2.48097 0.17336 -3.33164 1.8 1.2 -3.4
O 1.61897 3.51836 -4.41764 0.5 -1.5 1.5
H 1.70597 1.68636 -5.35464 -0.9 -0.7 -0.3
H 3.18597 2.21036 -4.95664 1.3 0.3 0.6
H 0.90497 1.41136 -2.97564 1.0 0.7 -0.4
H 2.54097 2.03736 -2.46364 -0.4 -0.1 -0.2
H 2.19297 -0.34464 -2.63464 -1.2 -1.5 2.7
H 1.68897 3.91336 -5.25764 0.1 0.9 -1.5
C 0.40197 -1.10864 -0.39864 -2.5 0.7 -0.9
C -0.46403 0.21336 -0.34664 2.0 -0.3 2.1
O -0.88403 0.53136 0.98136 -1.6 0.0 -0.5
O 0.87197 -1.27564 -1.70964 0.7 0.0 -0.7
H -0.27403 -1.92964 -0.14364 0.0 -0.1 0.0
H 1.21397 -1.19264 0.29436 0.5 0.6 0.3
H -1.38003 0.12436 -0.85464 -0.9 -0.4 -1.2
H 0.09797 1.08636 -0.68664 0.2 -0.3 -0.6
H -0.14003 0.51536 1.56836 1.2 0.0 0.7
H 0.20497 -1.08364 -2.41064 0.2 -0.1 1.1
C -1.72803 1.15136 4.80136 -0.8 -0.1 -2.4
C -0.62703 0.35236 5.53936 -1.0 1.5 -0.1
O 0.67397 0.96336 5.41436 -0.5 -0.3 0.5
O -2.92003 0.41136 4.86436 -0.6 -1.7 1.4
H -1.55703 1.10736 3.69336 0.9 1.0 0.8
H -1.99803 2.17436 5.19136 1.3 -0.6 -0.3
H -0.55003 -0.65764 5.16936 -0.5 -0.4 -0.1
H -1.03903 0.41336 6.53936 0.6 -0.6 0.7
H 1.22897 0.47636 6.05036 -0.1 0.5 -0.4
H -3.70803 0.76236 4.41036 0.6 0.5 0.0
C 1.10897 4.98136 -0.89364 0.1 -0.2 0.8
C 1.62897 3.68836 -0.19464 0.7 1.2 0.3
O 2.25897 3.98136 1.08136 -1.0 -0.1 -1.4
O 0.18097 4.70736 -1.92064 -0.2 -0.3 -0.3
H 1.98197 5.52036 -1.27664 0.0 -0.1 0.0
H 0.62397 5.65736 -0.19864 0.0 0.0 0.7
H 2.39797 3.31536 -0.81764 0.9 -0.4 -0.6
H 0.94897 2.84436 -0.12664 -0.6 0.3 0.1
H 1.59097 3.71136 1.71936 0.5 0.2 0.6
H 0.03297 5.53536 -2.39264 0.0 -0.3 -0.1
C -4.20603 -3.28064 -2.47864 -1.4 0.0 1.6
C -3.04603 -2.50764 -1.82364 0.6 -1.1 0.2
O -2.57603 -3.25664 -0.69564 -1.1 -1.9 -2.2
O -4.85703 -2.59964 -3.54464 0.0 0.6 -0.1
H -5.05903 -3.42164 -1.71064 1.8 -0.4 -0.7
H -3.79703 -4.25464 -2.83664 -0.6 0.7 0.2
H -3.30103 -1.51664 -1.47664 -0.3 0.4 -0.3
H -2.19603 -2.48664 -2.51664 -0.3 0.5 -0.3
H -2.30903 -2.67264 -0.03364 0.6 1.5 2.0
H -5.54503 -2.02364 -3.15264 0.8 -0.5 -0.4
C 4.05997 -1.05464 -0.20564 1.3 0.6 2.6
C 4.15097 0.06436 0.80136 -1.5 -1.3 1.1
O 3.16697 1.00136 0.52436 0.7 1.2 -2.0
O 5.05997 -1.96264 0.12636 0.5 -1.3 0.0
H 4.33397 -0.64064 -1.10664 -0.3 1.1 -2.6
H 3.15597 -1.59264 -0.17864 -1.7 0.0 -0.3
H 5.12597 0.48136 0.78636 1.0 0.6 -0.2
H 3.98697 -0.31664 1.82936 0.3 -0.2 -0.4
H 2.51197 0.98736 1.18136 -1.3 0.2 1.5
H 4.78697 -2.68564 -0.45564 1.1 -0.7 0.3
C -4.95303 2.39936 2.44336 1.1 0.8 -0.3
C -4.14903 1.39636 1.70936 2.6 -0.5 0.3
O -3.97503 1.70736 0.35836 0.6 0.5 -1.3
O -5.06303 1.87636 3.72836 0.1 0.5 2.2
H -5.93203 2.56336 2.06036 -0.7 0.2 -0.8
H -4.37803 3.32836 2.49136 -0.3 0.2 -0.4
H -4.66103 0.45636 1.77636 -0.2 -0.8 0.1
H -3.09803 1.27736 2.22636 -2.0 0.2 -0.8
H -3.04803 1.92636 0.14636 -0.6 -0.3 0.6
H -4.79203 2.62936 4.27736 -0.4 -0.7 0.4
```
Positions in Å, forces in eV/Å.

Results
Lowest unoccupied orbital energy, eV: 0.21
DFT total energy, eV: -75135.882
Maximum force, eV/A: 4.03
HOMO, hartree: -0.3438


Density functional theory data (wB97M-V/def2-TZVPD) for one molecule with the formula C6H15N.

Structure (XYZ):
```
22
Properties=species:S:1:pos:R:3:forces:R:3
C 0.25060 -0.35883 2.67075 -1.7 2.2 -0.6
C 1.25268 -1.05277 1.82356 1.7 -1.5 -0.8
C 1.47722 -0.35929 0.43549 -1.0 -2.1 -1.9
N 0.16602 -0.46043 -0.30600 1.9 3.6 -0.5
C 0.09285 -0.02883 -1.75755 -2.7 -3.5 2.1
C -1.30680 0.56736 -1.95076 2.2 1.3 -2.4
C -1.71860 1.63388 -1.03135 -0.2 0.1 3.3
H 0.16049 -0.71197 3.70771 0.3 0.4 -0.3
H -0.69623 -0.57369 2.17436 -0.4 0.0 0.4
H 0.25312 0.79955 2.53897 0.5 -1.9 0.8
H 0.88225 -2.13216 1.67015 0.6 1.4 -0.1
H 2.21522 -1.20241 2.35535 -0.3 0.3 -0.4
H 2.15457 -0.93694 -0.29073 0.1 0.7 1.7
H 1.83660 0.68975 0.47954 -0.4 -0.6 0.2
H -0.32279 -1.27807 -0.11563 -0.7 -1.7 0.2
H 0.04077 -1.02382 -2.35260 1.0 1.9 0.2
H 0.80814 0.69366 -2.03342 1.3 0.4 -0.2
H -1.24293 1.02327 -2.98993 -0.5 -0.6 0.8
H -1.99522 -0.19920 -1.97277 -1.6 -1.7 -0.2
H -1.94667 1.30367 0.05073 0.7 0.0 -1.5
H -0.90654 2.36200 -0.91830 -0.6 0.4 -0.2
H -2.69066 2.00023 -1.30233 -0.2 0.9 -0.6
```
Positions in Å, forces in eV/Å.

Results
SMILES: CCCNCCC
Lowest unoccupied orbital energy, eV: 1.15
DFT total energy, eV: -7953.828
Maximum force, eV/A: 4.88
HOMO, hartree: -0.2964


Density functional theory data (wB97M-V/def2-TZVPD) for a 2-piece molecular cluster, C7H15O overall.

Structure (XYZ):
```
23
Properties=species:S:1:pos:R:3:forces:R:3
C 0.19226 0.74237 -0.33880 0.9 -1.2 -1.4
C -0.51652 1.06228 0.90240 0.5 -2.4 1.5
C 1.56468 1.04019 -0.74102 3.0 0.5 0.3
C 1.65266 -2.86999 -0.52473 -1.6 2.3 0.4
C -1.14184 2.35585 1.08175 -1.4 -0.2 1.8
C -0.59398 0.15295 1.89676 -1.2 0.2 0.1
C -1.64819 -0.36891 -1.27240 -1.5 -3.3 2.5
O -0.30388 0.01590 -1.26812 0.3 1.2 -0.3
H 1.85569 2.14834 -0.61021 -0.6 -1.6 -0.3
H 1.76513 0.63806 -1.81222 -0.3 1.0 2.0
H 2.31557 0.51408 -0.00257 -1.5 0.8 -1.2
H 1.20252 -3.80048 -0.47726 -0.8 -2.0 -0.5
H 2.68191 -2.93797 -0.66569 1.7 0.0 -0.2
H 1.17557 -2.20193 -1.26345 0.3 -0.6 0.0
H -2.10878 2.24686 1.57376 -0.2 -0.4 -0.1
H -1.36138 2.79276 0.18983 -0.3 1.9 -2.4
H -0.66044 2.96103 1.79757 1.2 1.1 0.3
H -0.27345 -0.89108 1.88611 0.3 0.5 -0.2
H -1.23192 0.43432 2.78946 1.1 -0.3 -1.0
H 1.39601 -2.44632 0.44387 0.4 0.3 0.3
H -1.62123 -1.35750 -0.63874 -0.6 1.6 -1.5
H -2.24011 0.31972 -0.70318 -0.4 0.5 0.1
H -2.10027 -0.55053 -2.24314 0.8 0.2 -0.2
```
Positions in Å, forces in eV/Å.

Results
Lowest unoccupied orbital energy, eV: -5.18
DFT total energy, eV: -9540.092
Maximum force, eV/A: 4.47
Total charge: +1
HOMO, hartree: -0.5332


Density functional theory data (wB97M-V/def2-TZVPD) for C53H48Br2N2O2SSi2Zn as an isolated structure.

Structure (XYZ):
```
111
Properties=species:S:1:pos:R:3:forces:R:3
Zn 0.61877 -1.21431 -0.26387 0.2 0.2 -0.1
Br 4.99106 -3.79916 1.01457 0.0 0.0 0.0
C 3.59182 -4.32195 -0.14585 0.0 -0.1 -0.1
C 3.59646 -5.61151 -0.67579 0.0 0.0 0.0
C 2.60618 -6.04251 -1.51921 0.0 0.1 0.0
Br 2.68969 -7.81378 -2.22148 0.0 0.0 0.0
C 1.53698 -5.18329 -1.86919 0.0 -0.1 -0.1
C 0.46908 -5.50852 -2.73766 0.0 0.0 0.0
C -0.51004 -4.59106 -2.98971 0.0 0.1 0.0
C -0.46092 -3.33415 -2.35634 0.0 -0.2 0.0
N 0.51765 -3.01141 -1.54549 0.0 -0.1 0.1
C 1.52683 -3.88823 -1.31146 0.0 0.2 0.1
C 2.58671 -3.38318 -0.43030 -0.2 0.1 -0.1
O 2.54758 -2.19558 -0.01420 -0.1 -0.2 0.1
H 4.40463 -6.28018 -0.40985 0.0 0.0 0.0
H 0.44259 -6.48995 -3.19317 0.0 0.0 0.0
H -1.33835 -4.81892 -3.64733 0.0 0.0 0.0
H -1.25507 -2.61347 -2.50132 0.0 0.0 0.0
N 0.58377 0.10047 -1.77157 0.0 0.0 0.1
C 1.47197 0.69407 -2.42223 -0.1 0.1 -0.1
C 1.10172 1.73610 -3.46767 0.1 0.0 0.0
C 0.54162 2.95287 -3.09595 0.0 0.0 0.0
C 0.18645 3.89569 -4.05166 0.0 0.0 0.0
C 0.37691 3.62940 -5.40058 0.0 0.0 0.0
C 0.93654 2.41632 -5.78382 0.0 0.0 0.0
C 1.30892 1.48768 -4.82288 0.0 0.0 0.0
C 2.96353 0.49512 -2.29856 0.0 0.0 0.0
C 3.81441 1.57271 -2.05778 0.0 0.0 0.0
C 5.17107 1.37051 -1.85565 0.0 0.0 0.0
C 5.70089 0.08692 -1.92193 0.0 0.0 0.0
C 4.86714 -0.98663 -2.19960 0.0 0.0 0.0
C 3.50917 -0.77836 -2.39071 0.0 0.0 0.0
H 0.37619 3.14776 -2.04205 0.0 0.0 0.0
H -0.25153 4.83835 -3.74098 0.0 0.0 0.0
H 0.09187 4.36080 -6.14825 0.0 0.0 0.0
H 1.08600 2.19671 -6.83520 0.0 0.0 0.0
H 1.76108 0.54711 -5.11951 0.0 0.0 0.0
H 3.40339 2.57491 -2.00185 0.0 0.0 0.0
H 5.81468 2.21318 -1.62916 0.0 0.0 0.0
H 6.75766 -0.07687 -1.74460 0.0 0.0 0.0
H 5.26339 -1.99468 -2.23639 0.0 0.0 0.0
H 2.84754 -1.61273 -2.58412 0.0 0.0 0.0
C 1.34140 -5.17825 3.72635 0.0 0.0 0.0
C 1.63908 -4.06220 4.50398 0.0 0.0 0.0
C 1.34805 -2.78931 4.03507 0.0 0.0 0.0
C 0.77740 -2.55930 2.77376 0.1 0.1 0.2
C 0.46914 -3.70234 2.04191 -0.1 0.0 -0.1
C 0.74233 -4.99268 2.49034 0.0 0.0 0.0
Si 0.24250 -0.71681 2.07721 0.1 -0.4 -0.1
C -0.94094 -0.59845 3.60733 -0.1 0.0 -0.1
C -2.06834 -1.41286 3.74318 0.0 0.0 0.0
C -2.92642 -1.30168 4.82894 0.0 0.0 0.0
C -2.65942 -0.38518 5.83984 0.0 0.0 0.0
C -1.52744 0.41291 5.74219 0.0 0.0 0.0
C -0.69179 0.31194 4.63606 0.0 0.0 0.0
C 1.90198 0.21439 2.38492 0.0 0.1 0.0
C 3.10193 -0.49548 2.52372 0.0 0.0 -0.1
C 4.33289 0.14133 2.60431 0.0 0.0 0.0
C 4.41301 1.52529 2.55059 0.0 0.0 0.0
C 3.24289 2.25768 2.41522 0.0 0.0 0.0
C 2.01486 1.61124 2.33521 0.0 0.0 0.1
H 1.57403 -6.17641 4.08199 0.0 0.0 0.0
H 2.10147 -4.19077 5.47836 0.0 0.0 0.0
H 1.58442 -1.93802 4.67088 0.0 0.0 0.0
H -0.01065 -3.58073 1.07218 0.0 0.0 0.0
H 0.50044 -5.84767 1.86574 0.0 0.0 0.0
H -2.27536 -2.16398 2.98526 0.0 0.0 0.0
H -3.80132 -1.94107 4.89399 0.0 0.0 0.0
H -3.32291 -0.29856 6.69339 0.0 0.0 0.0
H -1.30113 1.13006 6.52513 0.0 0.0 0.0
H 0.16899 0.97088 4.56154 0.0 0.0 0.0
H 3.08261 -1.57674 2.51590 0.0 0.0 0.0
H 5.23570 -0.45575 2.68096 0.0 0.0 0.0
H 5.37520 2.02470 2.59452 0.0 0.0 0.0
H 3.28233 3.34079 2.35545 0.0 0.0 0.0
H 1.11925 2.20763 2.21599 0.0 0.0 0.0
C -4.01807 4.40176 -4.08060 0.0 0.1 0.0
C -3.72730 3.11625 -3.35484 0.0 0.0 0.0
C -4.39484 1.93963 -3.67297 0.0 0.0 0.0
C -4.09345 0.75082 -3.02097 0.1 0.0 0.0
C -3.11849 0.75090 -2.03992 0.0 0.1 -0.1
C -2.41732 1.90378 -1.71844 0.0 0.0 0.0
C -2.74198 3.08102 -2.37057 0.0 0.0 0.0
S -2.67469 -0.78178 -1.24761 0.1 -0.4 -0.1
C -3.65166 -0.58001 0.23071 -0.1 0.0 0.1
O -3.33777 -1.87670 -2.03885 -0.1 0.1 0.0
H -4.80588 4.26941 -4.82329 0.0 0.0 0.0
H -3.12698 4.76634 -4.59752 0.0 0.0 0.0
H -4.33499 5.18486 -3.38796 0.0 0.0 0.0
H -5.14774 1.94773 -4.45463 0.0 0.0 0.0
H -4.57431 -0.18469 -3.27970 0.0 0.0 0.0
H -1.62585 1.86276 -0.97803 0.0 0.0 0.0
H -2.19166 3.98747 -2.13809 0.0 0.0 0.0
H -4.69290 -0.40944 -0.04423 0.0 0.0 0.0
H -3.22919 0.24386 0.80948 0.0 -0.1 0.0
H -3.53527 -1.50987 0.78694 0.0 0.0 0.0
C -2.13471 4.89381 1.22290 0.0 0.0 -0.1
Si -2.82563 3.28024 1.89383 -0.1 -0.1 0.0
C -3.03588 3.45257 3.75032 0.0 0.0 0.0
C -4.53127 3.01122 1.14971 -0.1 0.1 0.0
C -1.71448 1.90991 1.54864 0.3 0.1 0.0
C -0.80619 1.07920 1.58332 -0.1 0.2 0.2
H -2.77944 5.74404 1.46411 0.0 0.0 0.0
H -2.02599 4.84096 0.13631 0.0 0.0 0.0
H -1.14408 5.07653 1.64577 0.0 0.0 0.0
H -3.64429 4.32608 4.00667 0.0 0.0 0.0
H -2.06073 3.54746 4.23308 0.0 0.0 0.0
H -3.50870 2.55822 4.16366 0.0 0.0 0.0
H -5.19314 3.84383 1.41020 0.0 0.0 0.0
H -4.97354 2.09131 1.54031 0.0 0.0 0.0
H -4.49380 2.92966 0.06118 0.0 0.0 0.0
```
Positions in Å, forces in eV/Å.

Results
Lowest unoccupied orbital energy, eV: 3.73
DFT total energy, eV: -277910.466
Maximum force, eV/A: 0.39
Total charge: -2
HOMO, hartree: -0.0501